The molecule C4H7NOS in a non-equilibrium geometry. Source: the OMol25 dataset; level of theory: wB97M-V/def2-TZVPD.

Geometry (Å):
1 C 0.74028 3.40062 -2.37447
2 C 0.11329 2.31380 -1.41376
3 C 0.44231 0.99181 -1.20559
4 C 0.64990 -1.01023 0.15338
5 H 1.83447 3.03922 -2.56795
6 H 1.00969 4.20440 -1.73328
7 H 0.17410 3.81859 -3.23592
8 H -0.72767 2.73774 -0.65589
9 H 1.31725 0.74952 -1.86818
10 H 1.63594 -1.04533 -0.14341
11 H -1.05659 -3.52408 2.08212
12 N 0.47776 -1.80322 1.04661
13 O -0.15409 0.17163 -0.27248
14 S -1.12334 -2.05667 2.00117

## Properties
SMILES string: C/C=C/O/C=N\S
Energy relative to the best compared isomer or geometry (same formula, charge and spin) (kJ/mol): 404.3
Orbital gap (eV): 9.4
Electronic energy (hartree): -684.65308

Atomic partial charges in e from the Mulliken method, atoms 1 to 4: -0.92, -0.13, -0.06, 0.14